#one
Density functional theory data (wB97M-V/def2-TZVPD) for a cluster of 2 separate species, CHN3O2 in total.

Calculated values
* Kohn-Sham gap: 11.62 eV
* lowest unoccupied orbital energy: 0.823 eV

```
! wB97M-V def2-TZVPD RIJCOSX def2/J DEFGRID3
* xyz 0 1
C 0.886 1.011 -0.044
N -0.816 -0.467 -0.555
N -1.680 -0.941 -0.053
N 1.493 0.033 0.206
O 0.345 2.054 -0.067
O -2.664 -1.320 0.399
H 2.435 -0.368 0.114
*
```

Atomic partial charges in e from the Mulliken method, atoms 1 to 2: atom 1 (C): 0.586, atom 2 (N): -0.305



#two
Density functional theory data (wB97M-V/def2-TZVPD) for a structure of composition CHN3O2.

Calculated values
* Kohn-Sham gap: 9.53 eV
* lowest unoccupied orbital energy: -1.010 eV

```
! wB97M-V def2-TZVPD RIJCOSX def2/J DEFGRID3
* xyz 0 1
C 0.336 -0.031 -0.048
H 2.392 0.512 0.331
N -0.380 1.079 -0.062
N -1.649 0.527 -0.091
N -1.751 -0.672 0.051
O 1.533 -0.280 -0.082
O -0.481 -1.134 -0.099
*
```

Atomic partial charges in e from the Mulliken method, atoms 1 to 2: atom 1 (C): 0.687, atom 2 (H): 0.475



#three
Density functional theory data (wB97M-V/def2-TZVPD) for a structure of composition CHN3O2.

Calculated values
* Kohn-Sham gap: 10.59 eV
* lowest unoccupied orbital energy: -0.474 eV

```
! wB97M-V def2-TZVPD RIJCOSX def2/J DEFGRID3
* xyz 0 1
O -1.619 1.154 -0.365
C -0.507 0.690 -0.314
N -0.256 -0.501 0.503
N 0.966 -0.942 0.379
N 1.718 -0.295 -0.290
O 0.642 1.001 -0.843
H -0.944 -1.107 0.931
*
```

Atomic partial charges in e from the Mulliken method, atoms 1 to 2: atom 1 (O): -0.528, atom 2 (C): 0.578



Most stable: #three. Least stable: #two.



#one
Density functional theory data (wB97M-V/def2-TZVPD) for a structure of composition CHI2PS.

Calculated values
* Kohn-Sham gap (alpha / beta): 6.53 / 6.52 eV
* lowest unoccupied orbital energy (alpha / beta): -1.468 / -1.468 eV

```
! wB97M-V def2-TZVPD RIJCOSX def2/J DEFGRID3
* xyz 0 1
C 0.699 -0.394 -0.337
P -1.215 0.481 1.229
S -1.383 2.377 1.124
I -1.097 -0.533 -1.491
I 1.582 -2.218 0.250
H 1.414 0.286 -0.775
*
```

Atomic partial charges in e from the Mulliken method, atoms 1 to 2: atom 1 (C): -0.776, atom 2 (P): 0.362



#two
Density functional theory data (wB97M-V/def2-TZVPD) for a structure of composition CHI2PS.

Calculated values
* Kohn-Sham gap (alpha / beta): 6.33 / 6.99 eV
* lowest unoccupied orbital energy (alpha / beta): -1.210 / -1.088 eV

```
! wB97M-V def2-TZVPD RIJCOSX def2/J DEFGRID3
* xyz 0 1
C -0.221 -0.838 0.298
P -2.559 -1.499 1.555
S -3.208 0.325 1.617
I -1.655 -1.679 -1.002
I 1.566 -2.019 0.617
H -0.316 0.222 0.309
*
```

Atomic partial charges in e from the Mulliken method, atoms 1 to 2: atom 1 (C): -0.774, atom 2 (P): 0.261



#three
Density functional theory data (wB97M-V/def2-TZVPD) for a structure of composition CHI2PS.

Calculated values
* Kohn-Sham gap (alpha / beta): 7.38 / 5.05 eV
* lowest unoccupied orbital energy (alpha / beta): -1.240 / -2.119 eV

```
! wB97M-V def2-TZVPD RIJCOSX def2/J DEFGRID3
* xyz 0 1
C 1.082 0.123 -0.245
P -1.766 -0.431 1.069
S -2.700 1.226 1.293
I -0.634 -0.323 -1.434
I 2.389 -1.529 0.034
H 1.628 0.934 -0.717
*
```

Atomic partial charges in e from the Mulliken method, atoms 1 to 2: atom 1 (C): -0.612, atom 2 (P): 0.193



Most stable: #one. Least stable: #three.



#one
Density functional theory data (wB97M-V/def2-TZVPD) for the ion C19H17F2 with charge +1.

Calculated values
* Kohn-Sham gap: 5.55 eV
* lowest unoccupied orbital energy: -6.428 eV

```
! wB97M-V def2-TZVPD RIJCOSX def2/J DEFGRID3
* xyz 1 1
F 2.566 -2.175 -3.374
C 2.607 -1.604 -2.121
C 3.819 -1.649 -1.427
C 3.863 -1.002 -0.186
C 2.745 -0.338 0.312
C 1.509 -0.381 -0.362
C 0.257 0.277 0.303
C -0.111 1.612 -0.374
C -0.437 2.715 0.435
C -1.037 3.855 -0.117
C -1.268 3.930 -1.496
C -0.810 2.889 -2.288
F -1.026 2.951 -3.648
C -0.162 1.751 -1.768
C 1.459 -0.984 -1.619
H 4.677 -2.174 -1.830
H 4.796 -0.988 0.386
H 2.817 0.225 1.244
H 0.636 0.582 1.290
H -0.227 2.657 1.510
H -1.302 4.683 0.544
H -1.824 4.767 -1.931
H 0.245 1.006 -2.450
H 0.552 -0.988 -2.232
C -0.561 -2.009 1.038
C -1.397 -2.625 2.162
C -2.748 -2.041 2.286
C -3.021 -0.752 1.875
C -2.076 0.026 1.215
C -0.925 -0.604 0.503
H 0.485 -2.010 1.349
H -0.622 -2.707 0.190
H -1.488 -3.703 1.950
H -0.846 -2.547 3.123
H -3.496 -2.631 2.810
H -3.984 -0.304 2.136
H -2.279 1.085 1.061
H -1.386 -0.793 -0.497
*
```

Atomic partial charges in e from the Mulliken method, atoms 1 to 2: atom 1 (F): -0.312, atom 2 (C): -0.031



#two
Density functional theory data (wB97M-V/def2-TZVPD) for a cluster of 2 separate species, C19H17F2 in total.

Calculated values
* Kohn-Sham gap: 4.77 eV
* lowest unoccupied orbital energy: -6.540 eV

```
! wB97M-V def2-TZVPD RIJCOSX def2/J DEFGRID3
* xyz 1 1
F -1.618 -4.980 -2.079
C -0.767 -3.970 -1.711
C 0.307 -4.256 -0.887
C 1.140 -3.205 -0.507
C 0.884 -1.866 -0.839
C 1.843 -0.881 -0.175
C 1.981 0.588 -0.581
C 3.146 1.196 -0.088
C 3.427 2.554 -0.239
C 2.561 3.312 -1.008
F 2.800 4.654 -1.164
C 1.443 2.750 -1.602
C 1.166 1.382 -1.408
C -0.173 -1.631 -1.735
C -1.018 -2.681 -2.144
H 0.482 -5.263 -0.526
H 1.977 -3.424 0.158
H 2.869 -1.332 -0.251
H 3.830 0.597 0.513
H 4.287 3.007 0.244
H 0.787 3.370 -2.208
H 0.274 0.981 -1.876
H -0.406 -0.630 -2.083
H -1.872 -2.484 -2.784
H 1.739 -0.962 0.940
C -1.348 0.386 2.792
C -1.208 1.727 2.357
C -2.224 2.345 1.656
C -3.476 1.622 1.262
C -3.330 0.138 1.413
C -2.289 -0.430 2.117
H -0.581 -0.070 3.425
H -0.252 2.209 2.599
H -2.117 3.363 1.286
H -4.332 1.986 1.849
H -3.776 1.885 0.238
H -4.042 -0.475 0.862
H -2.115 -1.512 2.184
*
```

Atomic partial charges in e from the Mulliken method, atoms 1 to 2: atom 1 (F): -0.316, atom 2 (C): 0.374



Most stable: #one. Least stable: #two.



#one
Density functional theory data (wB97M-V/def2-TZVPD) for the ion C3H8NO3 with charge +1.

Calculated values
* Kohn-Sham gap: 12.75 eV
* lowest unoccupied orbital energy: -3.165 eV

```
! wB97M-V def2-TZVPD RIJCOSX def2/J DEFGRID3
* xyz 1 1
C 1.084 0.691 -0.229
C -1.355 -0.944 0.823
C -0.152 -1.417 -0.004
N 2.184 1.358 -0.062
O 0.152 1.102 -1.075
O 0.570 2.296 -1.602
O 0.984 -0.454 0.276
H -1.326 -1.007 1.911
H -1.424 0.184 0.521
H -2.079 -1.467 0.334
H -0.157 -1.384 -1.016
H 0.031 -2.342 0.483
H -0.264 2.786 -1.540
H 2.362 2.101 -0.740
H 2.653 1.212 0.798
*
```

Atomic partial charges in e from the Mulliken method, atoms 1 to 2: atom 1 (C): 0.798, atom 2 (C): -0.883



#two
Density functional theory data (wB97M-V/def2-TZVPD) for a cluster of 2 separate species, C3H8NO3 in total.

Calculated values
* Kohn-Sham gap: 11.41 eV
* lowest unoccupied orbital energy: -3.519 eV

```
! wB97M-V def2-TZVPD RIJCOSX def2/J DEFGRID3
* xyz 1 1
C 3.387 -0.254 0.082
C -2.809 0.603 -0.008
C -1.421 0.052 0.045
N -1.323 -1.234 -0.183
O 4.208 0.678 -0.269
O -0.437 0.792 0.306
O 2.218 -0.088 0.183
H 3.820 -1.136 0.419
H -3.009 1.215 0.912
H -2.862 1.096 -0.867
H -3.594 -0.066 0.236
H 3.925 1.543 -0.561
H -2.007 -1.848 -0.602
H -0.545 -1.854 -0.021
H 0.450 0.500 0.326
*
```

Atomic partial charges in e from the Mulliken method, atoms 1 to 2: atom 1 (C): 0.169, atom 2 (C): -1.220



#three
Density functional theory data (wB97M-V/def2-TZVPD) for a cluster of 2 separate species, C3H8NO3 in total.

Calculated values
* Kohn-Sham gap: 11.00 eV
* lowest unoccupied orbital energy: -3.321 eV

```
! wB97M-V def2-TZVPD RIJCOSX def2/J DEFGRID3
* xyz 1 1
C -3.777 -0.206 0.163
C 2.166 0.274 0.266
C 0.639 -0.083 0.021
N -0.198 0.902 0.190
O -2.846 0.563 0.116
O 2.784 -0.987 0.050
O 0.273 -1.212 -0.413
H -4.736 0.274 0.449
H 2.186 0.711 1.313
H 2.389 1.023 -0.431
H -1.248 0.917 0.090
H 0.295 1.700 0.461
H -3.608 -1.197 -0.344
H 3.694 -0.790 -0.401
H 0.985 -1.894 -0.385
*
```

Atomic partial charges in e from the Mulliken method, atoms 1 to 2: atom 1 (C): -0.109, atom 2 (C): -0.484



Most stable: #two. Least stable: #one.